Record 1
{
  "formula": "C3H6O2",
  "method": "ωB97M-V with the def2-TZVPD basis set",
  "energy_ev": -7300.0473,
  "e_lumo_ev": [2.84, 2.83],
  "s2": 0.753,
  "e_homo_ev": [0.600, -2.474],
  "charge": -1,
  "spin_multiplicity": 2,
  "e_above_lowest_ev": 1.2408,
  "symbols": ["O", "C", "H", "H", "O", "C", "C", "H", "H", "H", "H"],
  "positions_angstrom": [[1.515, -2.365, -2.513], [1.247, -2.470, -3.691], [1.857, -3.171, -4.281], [0.474, -1.765, -4.023], [-0.506, 2.409, 1.130], [-0.676, 1.997, 2.307], [-1.533, 0.696, 2.734], [0.348, 1.999, 2.857], [-1.992, 0.928, 3.693], [-2.198, 0.400, 1.923], [-0.792, -0.084, 2.967]]
}

***

Record 2
{
  "formula": "C37H36IN6O3Rh",
  "method": "ωB97M-V with the def2-TZVPD basis set",
  "energy_ev": -65142.8067,
  "e_lumo_ev": [-2.93, -2.96],
  "e_homo_ev": [-7.116, -7.071],
  "charge": 0,
  "e_above_lowest_ev": 5.3418,
  "symbols": ["Rh", "C", "C", "C", "C", "C", "C", "C", "C", "N", "C", "O", "C", "C", "C", "C", "C", "N", "C", "O", "N", "C", "C", "C", "C", "C", "C", "C", "C", "H", "H", "H", "H", "H", "H", "H", "H", "H", "H", "H", "H", "H", "H", "H", "H", "H", "H", "H", "H", "H", "C", "N", "C", "C", "C", "C", "C", "N", "C", "C", "C", "C", "C", "C", "H", "H", "H", "H", "H", "H", "H", "H", "H", "H", "H", "N", "C", "O", "C", "I", "H", "H", "H", "H"],
  "positions_angstrom": [[1.013, -0.199, 0.395], [-0.260, -3.197, -1.914], [-0.255, -2.058, -2.873], [-1.128, -2.060, -3.952], [-1.032, -1.095, -4.938], [-0.009, -0.165, -4.885], [0.866, -0.121, -3.809], [2.056, 0.790, -3.839], [0.681, -1.020, -2.743], [1.498, -0.919, -1.594], [2.768, -1.335, -1.743], [3.249, -1.831, -2.755], [3.584, -1.082, -0.511], [4.971, -1.074, -0.520], [5.655, -0.733, 0.637], [4.924, -0.408, 1.770], [3.540, -0.423, 1.701], [2.882, -0.768, 0.585], [2.654, -0.078, 2.858], [3.091, 0.048, 3.994], [1.368, 0.069, 2.484], [0.406, -0.027, 3.508], [0.209, -1.263, 4.151], [1.115, -2.417, 3.869], [-0.790, -1.382, 5.104], [-1.573, -0.298, 5.453], [-1.311, 0.937, 4.890], [-0.323, 1.093, 3.929], [0.041, 2.467, 3.453], [-0.732, -4.064, -2.367], [-0.810, -2.935, -1.013], [0.761, -3.447, -1.636], [-1.855, -2.856, -4.031], [-1.710, -1.105, -5.779], [0.137, 0.524, -5.704], [1.894, 1.646, -4.493], [2.902, 0.217, -4.224], [2.334, 1.132, -2.841], [5.480, -1.322, -1.438], [6.734, -0.716, 0.655], [5.387, -0.125, 2.702], [1.430, -2.420, 2.827], [0.626, -3.357, 4.102], [2.009, -2.327, 4.488], [-0.948, -2.335, 5.586], [-2.349, -0.401, 6.197], [-1.870, 1.801, 5.223], [-0.845, 3.073, 3.269], [0.661, 2.408, 2.563], [0.624, 2.968, 4.226], [-0.087, 2.372, -0.087], [-0.510, 0.993, 0.111], [-1.909, 0.864, 0.331], [-1.799, -1.267, 1.448], [-2.434, -2.320, 2.177], [-1.578, -3.398, 2.090], [-0.480, -2.972, 1.336], [-0.630, -1.683, 0.943], [-0.785, 3.093, -1.220], [-1.864, 3.932, -0.968], [-2.490, 4.603, -2.004], [-2.044, 4.445, -3.306], [-0.964, 3.616, -3.565], [-0.345, 2.945, -2.526], [1.000, 2.354, -0.280], [-0.265, 2.961, 0.823], [-2.319, 1.819, 0.703], [-3.379, -2.244, 2.673], [-1.719, -4.377, 2.503], [0.381, -3.544, 1.044], [-2.213, 4.080, 0.045], [-3.323, 5.258, -1.793], [-2.525, 4.977, -4.113], [-0.594, 3.489, -4.572], [0.498, 2.307, -2.723], [-1.945, 0.447, -2.075], [-2.676, 0.524, -0.956], [-2.305, -0.041, 1.360], [-4.024, 0.325, -0.920], [-3.941, -2.510, -0.745], [-0.944, 0.314, -1.989], [-2.373, 0.114, -2.924], [-4.588, 0.220, -1.828], [-4.573, 0.486, -0.012]]
}

***

Record 3
{
  "formula": "C28H26N5NiPS",
  "method": "ωB97M-V with the def2-TZVPD basis set",
  "energy_ev": -98073.8178,
  "e_lumo_ev": 4.96,
  "e_homo_ev": 0.370,
  "charge": -2,
  "e_above_lowest_ev": 0.0000,
  "symbols": ["Ni", "N", "C", "S", "N", "N", "C", "C", "C", "C", "C", "C", "N", "H", "H", "H", "H", "H", "H", "H", "C", "P", "C", "C", "C", "C", "C", "C", "C", "C", "C", "C", "C", "C", "H", "H", "H", "H", "H", "H", "H", "H", "H", "H", "H", "H", "H", "C", "C", "C", "C", "C", "C", "C", "H", "H", "H", "H", "H", "N", "C", "H"],
  "positions_angstrom": [[1.467, -0.091, 0.078], [4.650, -2.253, 2.028], [3.487, -1.576, 1.562], [3.595, -0.736, 0.037], [2.442, -1.620, 2.289], [1.341, -0.895, 1.823], [0.308, -1.040, 2.696], [-0.883, -0.388, 2.771], [-1.872, -0.694, 3.778], [-2.902, 0.133, 4.041], [-3.018, 1.381, 3.291], [-2.189, 1.581, 2.245], [-1.235, 0.676, 1.868], [5.128, -2.690, 1.251], [4.372, -2.951, 2.708], [0.463, -1.813, 3.445], [-1.741, -1.611, 4.345], [-3.629, -0.112, 4.807], [-3.751, 2.133, 3.549], [-2.248, 2.471, 1.626], [-1.722, 1.224, -1.048], [-0.568, 0.628, 0.260], [0.193, 2.461, 0.622], [0.365, 3.487, -0.309], [1.076, 4.649, -0.020], [1.651, 4.825, 1.227], [1.524, 3.808, 2.169], [0.817, 2.657, 1.864], [-1.496, -1.154, 0.060], [-0.848, -2.235, -0.524], [-1.500, -3.439, -0.772], [-2.835, -3.593, -0.424], [-3.502, -2.531, 0.180], [-2.836, -1.335, 0.413], [-1.680, 0.533, -1.891], [-1.523, 2.237, -1.380], [-2.733, 1.178, -0.635], [-0.014, 3.385, -1.319], [1.199, 5.402, -0.791], [2.210, 5.726, 1.457], [1.991, 3.909, 3.144], [0.758, 1.871, 2.611], [0.205, -2.140, -0.767], [-0.960, -4.261, -1.233], [-3.348, -4.530, -0.611], [-4.540, -2.643, 0.479], [-3.369, -0.530, 0.915], [1.532, 0.472, -1.816], [1.155, -0.481, -2.888], [1.674, -1.782, -2.912], [1.326, -2.673, -3.913], [0.443, -2.301, -4.921], [-0.081, -1.016, -4.912], [0.271, -0.121, -3.910], [2.357, -2.070, -2.120], [1.743, -3.675, -3.903], [0.160, -3.005, -5.695], [-0.778, -0.708, -5.685], [-0.147, 0.880, -3.901], [2.496, 2.704, -2.554], [2.033, 1.602, -2.204], [3.515, 2.683, -2.581]]
}

***

Record 4
{
  "formula": "C18H17BrN4O",
  "method": "ωB97M-V with the def2-TZVPD basis set",
  "energy_ev": -96990.8562,
  "smiles": "Cc1cc(NCCc2ccc[n+]([O-])c2)nc(-c2ccc(Br)cc2)n1",
  "e_lumo_ev": 0.20,
  "e_homo_ev": -8.529,
  "charge": 0,
  "symbols": ["O", "Br", "N", "N", "C", "C", "C", "C", "C", "C", "C", "C", "C", "C", "C", "C", "C", "C", "C", "N", "N", "C", "C", "C", "H", "H", "H", "H", "H", "H", "H", "H", "H", "H", "H", "H", "H", "H", "H", "H", "H"],
  "positions_angstrom": [[4.475, 4.439, -2.271], [-3.269, -0.878, 7.316], [-0.415, -0.146, 1.083], [-2.660, 0.019, 0.520], [-1.694, -0.251, 1.389], [-0.083, 0.228, -0.132], [-2.327, 0.390, -0.705], [-1.013, 0.505, -1.081], [-1.478, -0.617, 5.143], [-3.773, -0.878, 4.476], [-1.115, -0.472, 3.793], [-3.378, -0.712, 3.186], [4.763, 0.516, -1.479], [5.407, 1.085, -2.604], [-2.818, -0.782, 5.483], [-2.087, -0.461, 2.765], [4.051, 1.355, -0.615], [5.254, 2.482, -2.822], [3.972, 2.732, -0.910], [1.253, 0.398, -0.432], [4.571, 3.249, -1.991], [-3.403, 0.812, -1.688], [3.393, 0.828, 0.622], [2.317, -0.266, 0.331], [-0.717, 0.816, -2.088], [-0.720, -0.606, 5.899], [-4.788, -1.023, 4.815], [-0.059, -0.274, 3.582], [-4.132, -0.773, 2.411], [4.797, -0.562, -1.232], [5.974, 0.514, -3.335], [5.682, 2.974, -3.699], [3.388, 3.400, -0.280], [1.500, 0.639, -1.402], [-4.373, 0.356, -1.450], [-3.454, 1.917, -1.614], [-3.132, 0.524, -2.686], [2.954, 1.637, 1.206], [4.160, 0.353, 1.211], [2.708, -1.087, -0.290], [1.965, -0.684, 1.268]]
}

***

Record 5
{
  "formula": "C35H52LuO2P4",
  "method": "ωB97M-V with the def2-TZVPD basis set",
  "energy_ev": -111982.9761,
  "e_lumo_ev": [-11.35, -11.17],
  "e_homo_ev": [-16.225, -16.226],
  "charge": 3,
  "symbols": ["Lu", "P", "P", "P", "H", "C", "C", "H", "C", "C", "C", "C", "C", "C", "C", "C", "C", "H", "H", "H", "H", "H", "H", "H", "H", "H", "H", "H", "H", "H", "H", "H", "H", "H", "H", "H", "H", "H", "H", "H", "H", "H", "H", "H", "H", "H", "C", "C", "C", "C", "C", "C", "O", "H", "H", "H", "H", "H", "H", "O", "P", "C", "C", "C", "C", "C", "C", "C", "C", "C", "C", "C", "C", "C", "C", "C", "C", "C", "C", "H", "H", "H", "H", "H", "H", "H", "H", "H", "H", "H", "H", "H", "H", "H"],
  "positions_angstrom": [[1.250, 0.070, -0.371], [-0.460, 0.760, -2.562], [-1.370, 0.664, 1.285], [-0.973, -2.003, -0.541], [5.857, -1.081, 0.418], [5.648, -1.813, -0.384], [5.318, -1.394, -1.605], [5.848, -0.545, -2.014], [0.357, 2.123, -3.457], [-2.149, 1.449, -2.351], [-0.744, -0.446, -3.924], [-1.017, 0.160, 3.059], [-1.581, 2.452, 1.621], [-3.193, 0.243, 1.279], [-0.299, -3.339, -1.615], [-2.754, -2.215, -0.957], [-1.029, -2.789, 1.116], [5.826, -2.877, -0.174], [4.743, -2.028, -2.281], [1.418, 1.880, -3.593], [0.297, 3.044, -2.867], [-0.102, 2.285, -4.441], [-2.128, 2.253, -1.607], [-2.854, 0.687, -2.003], [-2.525, 1.866, -3.294], [0.195, -0.984, -4.128], [-1.048, 0.077, -4.844], [-1.511, -1.186, -3.655], [-1.881, 0.416, 3.698], [-0.112, 0.699, 3.378], [-0.821, -0.924, 3.080], [-2.569, 2.570, 2.082], [-1.535, 3.015, 0.679], [-0.801, 2.831, 2.297], [-3.410, -0.504, 2.054], [-3.490, -0.143, 0.294], [-3.808, 1.136, 1.469], [-1.148, -3.943, -1.982], [0.448, -3.960, -1.097], [0.185, -2.852, -2.473], [-2.904, -3.247, -1.294], [-3.082, -1.546, -1.766], [-3.392, -2.069, -0.074], [-1.140, -3.866, 0.943], [-1.888, -2.422, 1.699], [-0.101, -2.587, 1.667], [2.970, -2.075, 0.275], [3.011, -2.704, 1.522], [3.332, -4.051, 1.567], [3.476, -4.782, 0.367], [3.430, -4.120, -0.878], [2.837, -2.836, -0.929], [3.115, -0.751, 0.299], [0.913, -0.374, 1.520], [2.931, -1.998, 2.345], [3.412, -4.552, 2.526], [3.616, -5.885, 0.404], [3.878, -4.638, -1.748], [2.707, -2.322, -1.887], [1.337, 2.067, 0.042], [1.936, 3.353, 0.668], [2.316, 2.888, 2.352], [1.464, 3.262, 3.401], [1.616, 2.722, 4.680], [2.435, 1.602, 4.872], [3.234, 1.157, 3.812], [3.214, 1.827, 2.591], [3.376, 3.880, -0.232], [3.895, 5.157, 0.065], [5.034, 5.628, -0.588], [5.682, 4.829, -1.535], [5.181, 3.550, -1.814], [4.046, 3.062, -1.162], [0.752, 4.702, 0.623], [-0.162, 4.877, -0.451], [-1.054, 5.961, -0.461], [-1.044, 6.905, 0.584], [-0.067, 6.807, 1.586], [0.845, 5.737, 1.573], [0.653, 3.963, 3.252], [1.093, 3.167, 5.534], [2.490, 1.105, 5.843], [3.880, 0.280, 3.947], [3.857, 1.483, 1.785], [3.426, 5.775, 0.828], [5.416, 6.625, -0.351], [6.583, 5.193, -2.032], [5.699, 2.936, -2.556], [3.720, 2.041, -1.367], [-0.172, 4.195, -1.310], [-1.768, 6.100, -1.285], [-1.761, 7.738, 0.604], [0.015, 7.553, 2.385], [1.654, 5.696, 2.311]]
}

***

Record 6
{
  "formula": "C37H35Cl3NO4SiV",
  "method": "ωB97M-V with the def2-TZVPD basis set",
  "energy_ev": -119755.9426,
  "e_lumo_ev": [0.03, 0.16],
  "s2": 2.015,
  "e_homo_ev": [-8.682, -8.814],
  "charge": 0,
  "spin_multiplicity": 3,
  "e_above_lowest_ev": 0.2827,
  "symbols": ["V", "C", "C", "C", "O", "C", "C", "O", "C", "O", "C", "C", "C", "C", "C", "C", "C", "C", "C", "C", "C", "C", "C", "O", "C", "C", "C", "C", "C", "C", "C", "C", "C", "C", "C", "C", "H", "H", "H", "H", "H", "H", "H", "H", "H", "H", "H", "H", "H", "H", "H", "H", "H", "H", "H", "H", "H", "H", "H", "H", "H", "H", "H", "H", "N", "C", "C", "C", "C", "C", "C", "H", "H", "H", "H", "H", "H", "H", "Cl", "Si", "Cl", "Cl"],
  "positions_angstrom": [[0.000, -0.221, 0.774], [0.645, -3.576, -4.078], [0.537, -4.073, -2.654], [0.960, -5.528, -2.523], [-0.819, -3.939, -2.184], [-0.846, -3.207, -0.964], [0.649, -3.284, -0.549], [1.303, -3.245, -1.798], [1.455, -2.441, 0.468], [1.499, -1.051, 0.176], [2.887, -2.982, 0.401], [3.875, -2.271, -0.267], [5.159, -2.788, -0.362], [5.464, -4.018, 0.201], [4.478, -4.732, 0.866], [3.197, -4.213, 0.966], [0.946, -2.577, 1.914], [-0.236, -3.199, 2.296], [-0.616, -3.247, 3.636], [0.182, -2.670, 4.610], [1.370, -2.043, 4.240], [1.746, -2.003, 2.909], [-1.644, -1.883, -1.155], [-1.356, -1.063, -0.040], [-1.345, -1.167, -2.477], [-0.199, -0.394, -2.638], [0.059, 0.256, -3.835], [-0.812, 0.125, -4.905], [-1.943, -0.661, -4.765], [-2.208, -1.297, -3.561], [-3.141, -2.182, -1.055], [-3.685, -3.433, -1.318], [-5.057, -3.637, -1.232], [-5.900, -2.594, -0.888], [-5.363, -1.337, -0.638], [-3.997, -1.135, -0.723], [-0.058, -4.126, -4.703], [1.651, -3.747, -4.458], [0.415, -2.517, -4.134], [0.336, -6.149, -3.165], [0.851, -5.888, -1.501], [1.999, -5.640, -2.828], [-1.424, -3.799, -0.248], [0.738, -4.303, -0.130], [3.631, -1.318, -0.711], [5.922, -2.227, -0.883], [6.466, -4.418, 0.123], [4.709, -5.690, 1.312], [2.438, -4.772, 1.502], [-0.887, -3.649, 1.562], [-1.537, -3.742, 3.910], [-0.110, -2.713, 5.650], [2.008, -1.599, 4.994], [2.676, -1.525, 2.623], [0.532, -0.318, -1.848], [0.949, 0.864, -3.924], [-0.611, 0.631, -5.840], [-2.631, -0.779, -5.591], [-3.101, -1.898, -3.473], [-3.049, -4.254, -1.618], [-5.465, -4.616, -1.443], [-6.967, -2.754, -0.820], [-6.014, -0.511, -0.383], [-3.581, -0.150, -0.550], [-0.916, 0.099, 2.749], [-1.562, 1.331, 3.137], [-2.654, 1.764, 2.402], [-3.249, 2.972, 2.727], [-2.754, 3.735, 3.774], [-1.660, 3.288, 4.500], [-1.057, 2.082, 4.184], [-0.268, -0.212, 3.473], [-1.613, -0.645, 2.693], [-3.016, 1.175, 1.568], [-4.091, 3.323, 2.147], [-3.215, 4.682, 4.017], [-1.267, 3.886, 5.310], [-0.188, 1.740, 4.733], [-1.462, 2.969, -0.733], [0.285, 2.072, 0.007], [1.735, 2.517, -1.441], [0.886, 3.323, 1.597]]
}